No. 1
C16H18BrMoN | ωB97M-V with the def2-TZVPD basis set

Element x y z (Å)
C: 1.625 1.345 0.947
C: 0.628 0.474 1.510
C: 0.677 -0.729 0.768
H: 0.055 0.633 2.394
C: 1.544 -0.580 -0.304
C: 2.170 0.692 -0.200
H: 3.049 0.989 -0.742
H: 2.039 2.230 1.422
H: 0.221 -1.646 1.074
H: 1.868 -1.365 -0.932
Mo: 0.078 1.300 -0.594
Br: -1.882 2.921 0.873
C: -0.250 2.852 -2.126
C: 1.106 2.621 -2.416
C: 1.892 3.126 -1.349
H: 1.475 2.202 -3.345
C: 1.057 3.679 -0.391
C: -0.275 3.614 -0.892
H: -1.147 4.148 -0.489
H: -1.123 2.594 -2.714
H: 2.965 3.149 -1.337
H: 1.316 4.144 0.534
C: -0.711 -2.614 -1.610
C: -1.612 -1.742 -0.798
C: -2.578 -2.443 -0.033
C: -3.158 -1.501 0.871
C: -2.477 -0.285 0.703
C: -2.710 0.675 1.796
N: -1.582 -0.400 -0.368
H: -1.447 -3.350 -1.993
H: -0.049 -3.244 -0.964
H: -0.149 -2.147 -2.436
H: -2.696 -3.521 -0.062
H: -3.888 -1.702 1.641
H: -3.669 1.166 1.624
H: -2.755 0.110 2.731
H: -1.949 1.495 1.919

Summary:
- molecular weight (g mol⁻¹) = 400.17
- energy (eV) = -90265.262
- multiplicity = 3
- HOMO (alpha / beta) (eV) = -6.417 / -6.464
- relative energy (zero: lowest compared OMol25 entry of this formula, charge and spin) (kJ/mol) = 167.7
- LUMO level (alpha / beta) (Ha) = -0.027 / -0.048

No. 2
C16H18ClN3O3S | ωB97M-V with the def2-TZVPD basis set

Element x y z (Å)
C: 2.561 -2.572 3.798
C: 1.494 -1.897 2.939
N: 1.916 -0.689 2.269
C: 2.021 0.566 2.983
C: 3.374 0.805 3.647
S: 2.794 -0.871 0.876
O: 3.332 0.401 0.511
O: 3.682 -1.992 0.948
C: 1.448 -1.225 -0.284
C: 0.754 -0.119 -0.732
C: -0.328 -0.248 -1.596
C: -1.020 1.007 -2.031
O: -0.439 2.066 -2.098
N: -2.348 0.832 -2.312
C: -3.270 1.778 -2.757
C: -4.598 1.378 -2.918
C: -5.520 2.307 -3.366
N: -5.213 3.561 -3.652
C: -3.954 3.934 -3.499
C: -2.942 3.097 -3.058
C: -0.677 -1.520 -2.047
C: 0.021 -2.631 -1.615
C: 1.078 -2.490 -0.718
Cl: 1.909 -3.890 -0.186
H: 3.461 -2.715 3.207
H: 2.797 -1.975 4.674
H: 2.198 -3.542 4.130
H: 0.613 -1.656 3.544
H: 1.182 -2.588 2.152
H: 1.850 1.354 2.246
H: 1.214 0.595 3.721
H: 3.572 0.075 4.426
H: 3.391 1.799 4.088
H: 4.155 0.740 2.895
H: 1.074 0.861 -0.414
H: -2.737 -0.085 -2.142
H: -4.900 0.364 -2.698
H: -6.557 2.034 -3.504
H: -3.742 4.967 -3.743
H: -1.933 3.453 -2.948
H: -1.471 -1.657 -2.768
H: -0.239 -3.616 -1.967

Summary:
- molecular weight (g mol⁻¹) = 367.86
- energy (eV) = -50854.524
- multiplicity = 1
- HOMO (eV) = -9.434
- relative energy (zero: lowest compared OMol25 entry of this formula, charge and spin) (kJ/mol) = 50.6
- LUMO level (Ha) = -0.005

No. 3
C16H18GaN3O4S2 | ωB97M-V with the def2-TZVPD basis set

Element x y z (Å)
Ga: -0.175 -0.400 0.854
O: -1.536 -2.257 -3.072
C: -0.975 -1.597 -2.070
O: -1.571 -0.777 -1.412
C: 0.461 -1.872 -1.857
C: 1.282 -2.519 -2.765
C: 2.626 -2.665 -2.453
C: 3.104 -2.189 -1.245
C: 2.212 -1.576 -0.376
N: 0.938 -1.410 -0.691
C: 2.605 -1.020 0.994
O: 3.774 -1.061 1.320
O: 1.611 -0.590 1.679
H: -2.474 -2.022 -3.109
H: 0.864 -2.889 -3.691
H: 3.299 -3.150 -3.148
H: 4.139 -2.287 -0.952
C: -4.112 0.518 2.940
C: -2.844 -0.095 2.385
S: -1.742 1.070 1.661
C: -2.623 -1.418 2.456
C: -3.607 -2.339 3.137
S: -1.231 -2.246 1.765
H: -4.217 1.542 2.588
H: -4.109 0.534 4.034
H: -4.985 -0.052 2.619
H: -4.104 -1.834 3.964
H: -3.087 -3.212 3.530
H: -4.370 -2.690 2.435
C: 1.176 3.452 -3.143
C: 1.213 2.859 -1.777
C: 1.835 3.275 -0.624
C: 1.489 2.337 0.371
N: 0.718 1.394 -0.159
N: 0.556 1.727 -1.455
C: 1.906 2.328 1.800
H: 1.791 4.348 -3.167
H: 0.157 3.721 -3.423
H: 1.563 2.755 -3.888
H: 2.448 4.151 -0.500
H: -0.061 1.191 -2.034
H: 1.985 3.348 2.172
H: 2.878 1.842 1.900
H: 1.192 1.776 2.407

Summary:
- molecular weight (g mol⁻¹) = 450.19
- energy (eV) = -103594.658
- multiplicity = 1
- HOMO (eV) = -6.600
- relative energy (zero: lowest compared OMol25 entry of this formula, charge and spin) (kJ/mol) = 40.6
- LUMO level (Ha) = -0.037